1.
The following is a DFT calculation (wB97M-V/def2-TZVPD) of a cluster of 2 separate species, C3H12N4 in total in a non-equilibrium geometry.

For the energy, the calculation gives -340.498685 Eh. For the relative energy (zero: lowest compared OMol25 entry of this formula, charge and spin), the calculation gives 83.30 kJ/mol. The LUMO energy is 1.02 eV. Its structure (SMILES) is C/N=C/N.NCN. The calculation puts the HOMO energy at -8.9 eV.

XYZ file:
```
19
C3H12N4 wB97M-V/def2-TZVPD
C -0.302 -0.421 1.712
N 0.784 -1.288 2.191
N -1.393 -1.187 1.150
H 1.456 -1.471 1.457
H -1.092 -1.638 0.292
H 1.278 -0.855 2.965
H -1.684 -1.915 1.796
H -0.703 0.107 2.584
H -0.007 0.357 0.922
C -0.217 2.413 -1.285
N 0.887 -1.000 -1.573
C 0.296 0.197 -1.815
N 0.361 1.139 -0.969
H 1.228 -1.114 -0.617
H 0.534 -1.819 -2.034
H -0.326 0.230 -2.723
H -0.774 2.411 -2.234
H -0.900 2.690 -0.479
H 0.575 3.162 -1.340
```

2.
The following is a DFT calculation (wB97M-V/def2-TZVPD) of a structure of composition C3H12N4O in a non-equilibrium geometry.

For the energy, the calculation gives -415.607938 Eh. For the relative energy (zero: lowest compared OMol25 entry of this formula, charge and spin), the calculation gives 496.09 kJ/mol. The LUMO energy is 0.88 eV. The calculation puts the HOMO energy at -7.5 eV.

XYZ file:
```
20
C3H12N4O wB97M-V/def2-TZVPD
C 0.533 1.677 -0.526
C -1.761 0.469 0.894
N -1.066 0.191 -0.356
H -1.657 0.177 -1.181
H -2.351 1.380 0.774
H 0.993 2.008 0.403
H -0.355 2.271 -0.743
H 1.174 1.797 -1.391
H -1.030 0.606 1.690
H -2.427 -0.350 1.175
C 0.000 -0.851 -0.410
N 1.916 -0.439 0.961
N -0.056 -1.406 -1.739
O -0.240 -1.835 0.550
N 1.247 -0.138 -0.245
H 0.301 -1.571 1.325
H 1.557 0.064 1.777
H 2.906 -0.229 0.898
H 0.875 -1.537 -2.110
H -0.561 -2.285 -1.745
```

3.
The following is a DFT calculation (wB97M-V/def2-TZVPD) of the ion C3H12N4O2S with charge +2 in a non-equilibrium geometry.

For the energy, the calculation gives -888.293070 Eh. Its charge is +2. The LUMO energy is -8.48 eV. The calculation puts the HOMO energy at -18.4 eV.

XYZ file:
```
22
C3H12N4O2S wB97M-V/def2-TZVPD
C -0.655 -0.697 -0.092
C 2.952 -0.023 -0.111
C -3.199 1.277 0.745
N 0.679 -1.018 0.187
N -1.122 0.587 -0.139
N 1.156 -2.279 0.131
N -0.159 1.560 -0.583
O 1.627 0.161 0.376
O -2.427 0.815 -0.353
S -1.725 -1.962 -0.560
H 3.350 0.732 0.486
H 3.062 0.182 -1.173
H 3.382 -0.937 0.176
H -2.565 2.049 1.270
H -3.253 0.448 1.490
H -4.141 1.633 0.472
H 1.608 -2.588 0.890
H -0.777 -2.943 -0.488
H 1.656 -2.486 -0.748
H 0.815 1.122 -0.320
H -0.180 2.585 -0.089
H -0.085 1.783 -1.569
```

4.
The following is a DFT calculation (wB97M-V/def2-TZVPD) of a cluster of 2 separate species, C3H12NO in total.

For the energy, the calculation gives -251.261465 Eh. For the relative energy (zero: lowest compared OMol25 entry of this formula, charge and spin), the calculation gives 23.33 kJ/mol. Its charge is +1. The LUMO energy is -3.34 eV. The calculation puts the HOMO energy at -16.1 eV.

XYZ file:
```
17
C3H12NO wB97M-V/def2-TZVPD
C -0.074 -0.221 -0.196
C 1.039 -0.821 0.657
C 1.472 -2.220 0.171
N 0.016 1.286 -0.220
H -1.045 -0.434 0.251
H -0.082 -0.573 -1.222
H 1.928 -0.185 0.580
H 0.715 -0.846 1.705
H 1.915 -2.133 -0.825
H 0.648 -2.918 0.204
H 2.255 -2.579 0.825
H 0.659 1.636 -0.937
H 0.332 1.630 0.685
H -0.913 1.708 -0.374
H -2.884 2.567 0.299
H -3.369 1.982 -1.092
O -2.612 2.121 -0.509
```

5.
The following is a DFT calculation (wB97M-V/def2-TZVPD) of a cluster of 2 separate species, C3H12NO in total in a non-equilibrium geometry.

For the energy, the calculation gives -251.262088 Eh. For the relative energy (zero: lowest compared OMol25 entry of this formula, charge and spin), the calculation gives 21.69 kJ/mol. Its charge is +1. The LUMO energy is -3.24 eV. The calculation puts the HOMO energy at -16.3 eV.

XYZ file:
```
17
C3H12NO wB97M-V/def2-TZVPD
C 0.894 1.617 0.955
C 0.406 0.183 0.813
C 1.509 -0.867 0.700
N -0.526 0.057 -0.391
H 0.056 2.304 0.988
H 1.570 1.879 0.149
H 1.431 1.664 1.897
H -0.196 -0.121 1.679
H 2.036 -0.814 -0.264
H 2.263 -0.698 1.469
H 1.087 -1.865 0.774
H -1.424 -0.443 -0.388
H -0.001 -0.361 -1.153
H -0.791 1.000 -0.672
H -3.319 -1.594 -1.792
H -2.484 -0.860 -2.856
O -2.511 -1.082 -1.908
```

6.
The following is a DFT calculation (wB97M-V/def2-TZVPD) of a cluster of 4 separate species, C3H12NO in total in a non-equilibrium geometry.

For the energy, the calculation gives -251.071162 Eh. For the relative energy (zero: lowest compared OMol25 entry of this formula, charge and spin), the calculation gives 522.97 kJ/mol. Its charge is +1. The LUMO energy is -8.43 eV. The calculation puts the HOMO energy at -11.9 eV.

XYZ file:
```
17
C3H12NO wB97M-V/def2-TZVPD
C 0.068 1.960 0.614
C 0.255 0.629 0.900
C -0.175 -0.356 0.058
N 5.275 -0.917 0.495
H -0.431 2.289 -0.288
H -13.694 -1.039 -1.328
H 0.364 2.702 1.337
H 0.728 0.361 1.838
H -0.757 -0.112 -0.828
H -14.081 -1.353 -0.779
H -0.225 -1.378 0.426
H 4.460 -0.520 0.051
H 6.123 -0.473 0.169
H 5.208 -0.857 1.495
H 2.607 -0.393 -2.113
H 1.674 -0.281 -0.892
O 2.600 -0.261 -1.155
```

7.
The following is a DFT calculation (wB97M-V/def2-TZVPD) of a cluster of 3 separate species, C3H12NO2 in total in a non-equilibrium geometry.

As for the expectation value of S²: 0.753. For the energy, the calculation gives -326.601366 Eh. For the relative energy (zero: lowest compared OMol25 entry of this formula, charge and spin), the calculation gives 166.51 kJ/mol. The LUMO energy (alpha / beta) is 0.71 / 0.68 eV. Its spin multiplicity is 2. The calculation puts the HOMO energy (alpha / beta) at -5.1 / -10.6 eV.

XYZ file:
```
18
C3H12NO2 wB97M-V/def2-TZVPD
C -0.126 -1.678 -1.735
C -0.540 -0.707 -0.640
C 1.128 -0.283 1.035
N 0.463 0.158 0.097
H 0.247 -0.997 -2.585
H 0.677 -2.380 -1.513
H -0.950 -2.167 -2.255
H -1.333 0.013 -1.087
H -1.094 -0.997 0.266
H 1.633 0.350 1.694
H 0.700 -1.080 1.541
H 0.877 0.992 -0.379
H 1.226 3.795 0.184
H 1.920 3.171 -1.023
O 1.023 3.328 -0.679
H -1.170 -0.272 2.527
H -2.716 -0.834 2.578
O -1.965 -0.411 1.973
```

8.
The following is a DFT calculation (wB97M-V/def2-TZVPD) of a cluster of 2 separate species, C3H12NO2 in total.

For the energy, the calculation gives -326.513105 Eh. For the relative energy (zero: lowest compared OMol25 entry of this formula, charge and spin), the calculation gives 0.00 kJ/mol. Its charge is +1. The LUMO energy is -3.12 eV. The calculation puts the HOMO energy at -14.8 eV.

XYZ file:
```
18
C3H12NO2 wB97M-V/def2-TZVPD
C -0.469 -1.037 -0.397
C -0.652 0.348 -0.982
C -2.121 0.667 -1.165
O -0.009 1.218 -0.055
N 0.977 -1.273 -0.077
H -1.026 -1.117 0.533
H -0.799 -1.802 -1.096
H -0.123 0.406 -1.944
H -2.616 -0.079 -1.781
H -2.240 1.640 -1.637
H -2.614 0.687 -0.194
H -0.253 2.127 -0.262
H 1.307 -0.626 0.679
H 1.554 -1.104 -0.899
H 1.128 -2.230 0.234
H 1.237 0.772 2.577
H 2.629 0.131 2.592
O 1.755 0.056 2.191
```

9.
The following is a DFT calculation (wB97M-V/def2-TZVPD) of a cluster of 3 separate species, C3H12NO2 in total in a non-equilibrium geometry.

For the energy, the calculation gives -326.480441 Eh. For the relative energy (zero: lowest compared OMol25 entry of this formula, charge and spin), the calculation gives 85.76 kJ/mol. Its charge is +1. The LUMO energy is -3.08 eV. The calculation puts the HOMO energy at -14.4 eV.

XYZ file:
```
18
C3H12NO2 wB97M-V/def2-TZVPD
C 2.689 -0.879 0.989
C 1.959 0.359 0.543
C 0.795 0.395 -0.071
N 0.037 -0.814 -0.511
H 3.690 -0.518 1.211
H 2.601 -1.764 0.370
H 2.294 -1.146 1.979
H 2.362 1.329 0.803
H 0.284 1.288 -0.389
H 0.597 -1.600 -0.857
H -0.712 -0.593 -1.202
H -0.400 -1.131 0.358
H -3.092 0.227 -1.200
H -2.948 -0.866 -2.289
O -2.435 -0.336 -1.657
H -2.096 2.523 0.325
H -3.073 1.844 1.183
O -2.552 1.683 0.416
```

10.
The following is a DFT calculation (wB97M-V/def2-TZVPD) of a cluster of 3 separate species, C3H12NO2 in total in a non-equilibrium geometry.

As for the expectation value of S²: 0.756. For the energy, the calculation gives -325.920457 Eh. For the relative energy (zero: lowest compared OMol25 entry of this formula, charge and spin), the calculation gives 198.63 kJ/mol. Its charge is +2. The LUMO energy (alpha / beta) is -7.38 / -15.23 eV. Its spin multiplicity is 2. The calculation puts the HOMO energy (alpha / beta) at -18.8 / -18.8 eV.

XYZ file:
```
18
C3H12NO2 wB97M-V/def2-TZVPD
C 3.383 0.379 -0.450
C 2.572 -0.205 0.696
C 0.595 -1.598 0.739
N 1.209 -0.607 0.225
H 3.496 -0.306 -1.301
H 2.985 1.315 -0.808
H 4.404 0.500 -0.115
H 3.061 -1.122 1.036
H 2.538 0.486 1.536
H -0.352 -1.878 0.296
H 1.148 -2.234 1.412
H 0.774 0.179 -0.251
H -6.833 0.421 -0.288
H -5.973 1.823 -0.337
O -5.930 0.832 -0.214
H -2.053 1.091 -1.342
H -2.946 0.482 -0.212
O -2.076 0.442 -0.623
```

11.
The following is a DFT calculation (wB97M-V/def2-TZVPD) of a cluster of 3 separate species, C3H12NO2S in total in a non-equilibrium geometry.

For the energy, the calculation gives -724.924497 Eh. For the relative energy (zero: lowest compared OMol25 entry of this formula, charge and spin), the calculation gives 154.98 kJ/mol. Its charge is -1. The LUMO energy is 3.36 eV. The calculation puts the HOMO energy at -2.4 eV.

XYZ file:
```
19
C3H12NO2S wB97M-V/def2-TZVPD
C -2.170 -0.942 1.728
N -0.950 -0.523 1.043
C -0.682 -1.487 -0.074
C 0.447 -0.920 -0.966
S -0.229 -0.435 -2.584
H -1.924 -1.612 2.555
H -2.868 -1.520 1.087
H -2.822 -0.103 1.990
H -1.061 0.386 0.621
H -0.579 -2.529 0.226
H -1.609 -1.570 -0.674
H 1.338 -1.545 -1.137
H 0.853 -0.079 -0.410
H 2.220 1.014 2.302
H 1.295 -0.017 1.469
O 1.927 0.732 1.422
H 1.162 2.455 1.358
H 1.739 3.269 0.174
O 1.397 3.363 1.083
```

12.
The following is a DFT calculation (wB97M-V/def2-TZVPD) of a cluster of 4 separate species, C3H12NO3 in total in a non-equilibrium geometry.

For the energy, the calculation gives -401.686701 Eh. For the relative energy (zero: lowest compared OMol25 entry of this formula, charge and spin), the calculation gives 163.50 kJ/mol. Its charge is +1. The LUMO energy is -4.30 eV. The calculation puts the HOMO energy at -14.5 eV.

XYZ file:
```
19
C3H12NO3 wB97M-V/def2-TZVPD
C -1.973 0.064 -0.405
C -2.457 1.075 -1.109
C 0.114 -0.813 0.229
N -0.677 0.199 0.206
H -2.417 -0.921 -0.223
H -1.964 2.043 -1.201
H -3.406 1.012 -1.616
H 1.075 -0.632 0.750
H -0.043 -1.818 -0.188
H -0.406 1.047 0.713
H 2.828 -2.274 -1.363
H 1.999 -1.093 -1.902
O 2.101 -1.670 -1.136
H -0.894 0.400 3.620
H -0.126 -0.835 3.181
O -0.222 0.108 2.988
H 2.022 1.722 -1.540
H 2.607 0.930 -0.377
O 1.840 1.456 -0.628
```

13.
The following is a DFT calculation (wB97M-V/def2-TZVPD) of a cluster of 4 separate species, C3H12NO3 in total in a non-equilibrium geometry.

For the energy, the calculation gives -401.698139 Eh. For the relative energy (zero: lowest compared OMol25 entry of this formula, charge and spin), the calculation gives 133.47 kJ/mol. Its charge is +1. The LUMO energy is -4.27 eV. The calculation puts the HOMO energy at -14.0 eV.

XYZ file:
```
19
C3H12NO3 wB97M-V/def2-TZVPD
C -0.943 -1.207 0.596
C -1.977 -0.863 -0.195
C 1.301 -0.518 0.780
N 0.079 -0.187 0.650
H -0.804 -2.169 1.086
H -1.877 -0.078 -0.928
H -2.879 -1.468 -0.080
H 2.022 0.288 0.931
H 1.534 -1.580 0.889
H -0.271 0.838 0.505
H 0.772 3.900 -2.333
H 1.525 4.421 -1.070
O 1.147 3.638 -1.490
H 1.008 -4.729 -0.014
H -0.265 -4.218 -0.669
O 0.296 -4.095 0.103
H 0.190 2.919 -0.261
H -0.495 2.761 1.178
O -0.365 2.346 0.322
```